(1)
The following is a quantum chemistry calculation of a molecular structure, C51H55Ge2N7O5STi, from the Open Molecules 2025 dataset.

Calculated values
F_max in eV/A: 2.08
Electronic energy in eV: -221429.008
HOMO energy in eV: -7.634

```
! RIJCOSX wB97M-V def2-TZVPD def2/J DEFGRID3
* xyz 0 1
Ti 0.158 -0.254 -0.512
C 3.785 -0.400 0.593
O 2.481 -0.379 1.197
C 2.209 -1.526 1.914
C 2.681 -1.726 3.195
C 2.390 -2.920 3.843
C 1.651 -3.907 3.200
C 1.181 -3.695 1.911
C 1.451 -2.492 1.283
N 1.003 -2.166 -0.043
N 1.168 -3.111 -0.844
C 1.116 -2.848 -2.187
C 1.395 -1.562 -2.661
O 1.482 -0.543 -1.840
C 1.629 -1.392 -4.055
C 1.471 -2.421 -4.916
C 1.161 -3.741 -4.467
C 1.028 -4.823 -5.362
C 0.777 -6.086 -4.898
C 0.660 -6.314 -3.514
C 0.769 -5.275 -2.625
C 1.019 -3.966 -3.086
H 4.518 -0.786 1.298
H 3.777 -1.024 -0.303
H 4.031 0.624 0.328
H 3.249 -0.941 3.680
H 2.749 -3.082 4.852
H 1.437 -4.842 3.702
H 0.590 -4.438 1.389
H 1.864 -0.397 -4.408
H 1.585 -2.252 -5.982
H 1.136 -4.638 -6.425
H 0.677 -6.912 -5.590
H 0.486 -7.319 -3.149
H 0.692 -5.443 -1.557
N -5.135 -4.177 5.014
C -4.315 -3.295 4.337
C -2.991 -3.640 4.042
C -2.200 -2.793 3.293
C -2.729 -1.596 2.826
C -4.029 -1.222 3.134
C -4.816 -2.065 3.886
S -1.714 -0.559 1.866
O -2.302 0.761 1.920
O -0.373 -0.685 2.386
N -1.549 -1.079 0.302
C -2.313 -2.169 -0.151
N -3.520 -2.386 0.365
C -4.200 -3.431 -0.089
C -3.707 -4.279 -1.064
C -2.452 -3.960 -1.545
N -1.750 -2.927 -1.089
H -4.693 -4.917 5.529
H -5.969 -3.809 5.436
H -2.589 -4.582 4.403
H -1.167 -3.041 3.073
H -4.410 -0.274 2.773
H -5.836 -1.784 4.123
H -5.182 -3.578 0.351
H -4.269 -5.123 -1.438
H -1.974 -4.551 -2.322
O -2.746 1.281 -0.750
H -2.844 1.401 0.204
H -3.132 2.062 -1.155
C -0.727 4.722 3.076
Ge -0.828 3.974 1.252
C -0.185 5.486 0.154
C -2.775 4.036 0.903
Ge 0.498 1.852 1.010
C 2.179 2.799 0.409
C 2.622 3.955 1.058
C 3.769 4.621 0.652
C 4.515 4.141 -0.420
C 4.105 2.991 -1.074
C 2.951 2.334 -0.658
C 1.042 1.743 2.943
C 2.389 1.696 3.303
C 2.787 1.698 4.638
C 1.838 1.740 5.649
C 0.490 1.769 5.311
C 0.104 1.768 3.978
H -0.878 5.803 2.998
H 0.231 4.530 3.562
H -1.514 4.301 3.706
H -0.896 6.307 0.282
H -0.115 5.247 -0.906
H 0.801 5.820 0.482
H -3.151 4.979 1.308
H -3.301 3.217 1.398
H -2.999 4.017 -0.166
H 2.065 4.335 1.909
H 4.084 5.520 1.169
H 5.411 4.660 -0.739
H 4.678 2.608 -1.912
H 2.642 1.436 -1.177
H 3.148 1.666 2.531
H 3.843 1.674 4.884
H 2.143 1.756 6.688
H -0.263 1.798 6.091
H -0.954 1.786 3.739
C 0.927 4.520 -4.151
N 1.183 3.407 -3.259
C 1.902 2.343 -3.927
C 0.037 2.988 -2.442
C -0.732 1.791 -2.942
C -1.498 2.001 -4.092
C -2.211 0.980 -4.702
C -2.138 -0.288 -4.157
C -1.388 -0.498 -3.007
C -0.699 0.520 -2.344
H 1.878 4.875 -4.554
H 0.471 5.343 -3.597
H 0.278 4.266 -5.006
H 2.887 2.711 -4.227
H 1.384 1.975 -4.829
H 2.038 1.506 -3.246
H -0.642 3.839 -2.399
H 0.389 2.794 -1.432
H -1.540 3.002 -4.511
H -2.809 1.175 -5.584
H -2.670 -1.116 -4.614
H -1.352 -1.506 -2.629
*
```

=====

(2)
The following is a quantum chemistry calculation of a single C10H9N molecule, from the Open Molecules 2025 dataset.

Calculated values
SMILES: c1ccc(-c2ccc[nH]2)cc1
F_max in eV/A: 9.56
Electronic energy in eV: -12003.323
HOMO energy in eV: -7.558

```
! RIJCOSX wB97M-V def2-TZVPD def2/J DEFGRID3
* xyz 0 1
C 2.942 0.153 -1.326
C 1.805 0.513 -2.048
C 0.527 0.417 -1.581
C 0.385 -0.047 -0.163
C 1.451 -0.253 0.579
C 2.798 -0.234 0.041
C -1.006 -0.141 0.346
C -2.250 -0.369 -0.331
C -3.282 -0.394 0.686
C -2.596 -0.127 1.943
H 3.901 0.470 -1.826
H 1.999 0.812 -2.901
H -0.239 0.622 -2.136
H 1.390 -0.602 1.723
H 3.603 -0.326 0.632
H -2.249 -0.383 -1.372
H -4.222 -0.420 0.564
H -3.025 0.069 2.922
H -0.634 0.203 2.548
N -1.298 0.036 1.699
*
```

=====

(3)
The following is a quantum chemistry calculation of a molecular structure, C33H63Cl3F6N3O27S2, from the Open Molecules 2025 dataset.

Calculated values
F_max in eV/A: 2.94
Electronic energy in eV: -170529.886
HOMO energy in eV: -11.260

```
! RIJCOSX wB97M-V def2-TZVPD def2/J DEFGRID3
* xyz 1 1
N 3.526 0.242 2.036
H 3.071 0.782 2.804
H 4.102 -0.418 2.552
H 4.104 0.895 1.516
H 2.797 -0.259 1.483
N 0.043 -1.126 3.044
H -0.605 -1.521 3.719
H 0.773 -0.580 3.545
H -0.321 -0.493 2.317
H 0.410 -1.911 2.496
N 4.083 -3.690 1.097
H 3.953 -4.519 1.689
H 4.453 -3.953 0.180
H 4.651 -3.051 1.643
H 3.101 -3.358 1.065
C 1.843 1.462 4.844
O 2.636 2.117 3.845
O 2.086 0.160 4.580
C 2.177 1.970 6.304
F 3.487 2.080 6.549
F 1.601 3.194 6.497
F 1.655 1.148 7.224
C 2.271 3.465 3.497
C 1.305 3.635 2.281
H 1.686 4.450 1.663
H 1.222 2.702 1.725
H 0.333 4.039 2.562
H 3.219 3.821 3.089
H 1.996 4.115 4.323
H 0.791 1.741 4.670
C 1.158 -1.392 -0.172
O 0.132 -0.438 0.225
O 1.839 -1.677 0.952
C 0.642 -2.560 -1.051
F -0.567 -2.388 -1.568
F 1.487 -2.759 -2.059
F 0.544 -3.693 -0.332
C -0.357 0.357 -0.855
C -1.234 1.499 -0.453
H -1.647 1.825 -1.407
H -1.973 1.336 0.326
H -0.561 2.285 -0.091
H -0.941 -0.139 -1.638
H 0.432 0.798 -1.478
H 1.822 -0.837 -0.857
C 0.239 -6.461 0.641
Cl -1.274 -6.379 -0.293
Cl 1.650 -6.640 -0.385
Cl 0.048 -7.737 1.858
H 0.294 -5.499 1.134
C 5.605 -0.869 -1.413
C 4.731 -1.759 -2.271
C 5.305 -2.192 -3.628
O 5.121 -3.629 -3.593
C 4.892 -4.056 -2.352
O 4.832 -5.137 -1.867
O 4.522 -2.979 -1.598
H 5.581 0.127 -1.864
H 6.637 -1.219 -1.388
H 5.255 -0.717 -0.391
H 3.728 -1.350 -2.425
H 6.364 -1.965 -3.748
H 4.735 -1.785 -4.459
C -2.679 5.942 2.781
C -2.349 4.791 1.832
C -3.590 4.395 1.057
O -2.993 3.985 -0.180
C -1.889 4.714 -0.367
O -1.218 4.748 -1.359
O -1.527 5.289 0.804
H -2.838 6.873 2.246
H -1.797 6.114 3.413
H -3.379 5.694 3.580
H -1.990 3.909 2.369
H -4.304 5.217 0.981
H -4.127 3.558 1.501
C -3.281 -1.173 0.718
C -4.378 -2.060 0.181
C -3.969 -3.541 -0.003
O -5.021 -4.333 0.490
C -5.910 -3.528 1.125
O -6.939 -3.844 1.607
O -5.380 -2.264 1.191
H -2.728 -0.852 -0.170
H -2.670 -1.762 1.403
H -3.534 -0.232 1.204
H -4.918 -1.538 -0.612
H -2.978 -3.755 0.394
H -3.852 -3.610 -1.089
C 0.794 -1.746 -6.010
C 1.781 -2.790 -5.540
C 1.430 -4.231 -5.968
O 2.641 -4.727 -6.518
C 3.584 -3.751 -6.575
O 4.719 -3.805 -6.937
O 3.043 -2.609 -6.179
H 1.219 -0.860 -6.472
H 0.185 -1.412 -5.163
H -0.018 -2.162 -6.610
H 1.876 -2.693 -4.460
H 0.632 -4.372 -6.696
H 1.135 -4.807 -5.087
C -3.580 0.108 6.724
C -3.314 1.294 5.802
C -1.990 2.015 5.996
O -1.665 2.353 4.649
C -2.282 1.501 3.840
O -1.935 1.283 2.709
O -3.304 0.863 4.445
H -4.585 -0.251 6.501
H -3.625 0.389 7.779
H -2.850 -0.699 6.675
H -4.108 2.025 5.985
H -1.326 1.342 6.549
H -2.077 2.906 6.612
C 1.961 3.440 -2.039
C 1.780 4.142 -3.398
O 2.511 3.365 -4.356
S 2.474 1.796 -3.927
O 3.610 1.079 -4.424
O 1.176 1.334 -4.299
O 2.502 2.143 -2.300
H 1.056 3.374 -1.438
H 2.756 3.899 -1.452
H 2.238 5.120 -3.245
H 0.775 4.384 -3.737
C -4.070 0.969 -3.295
C -5.410 0.330 -2.929
O -5.987 0.126 -4.213
S -5.387 1.138 -5.330
O -6.394 1.942 -5.910
O -4.449 0.435 -6.146
O -4.493 1.964 -4.205
H -3.431 0.223 -3.773
H -3.569 1.440 -2.452
H -6.013 0.938 -2.253
H -5.264 -0.592 -2.367
*
```

=====

(4)
The following is a quantum chemistry calculation of a molecular structure, C43H46BrIrN7O, from the Open Molecules 2025 dataset.

Calculated values
F_max in eV/A: 0.46
Electronic energy in eV: -130672.747
HOMO energy (alpha / beta) in eV: -14.634 / -15.692

```
! RIJCOSX wB97M-V def2-TZVPD def2/J DEFGRID3
* xyz 3 5
Ir -0.075 -0.605 0.520
C -0.069 3.701 -0.161
C -1.229 3.295 0.712
C -2.408 4.036 0.692
C -3.431 3.775 1.589
C -3.268 2.791 2.554
C -2.107 2.026 2.612
C -1.895 1.048 3.739
C -1.125 2.263 1.646
N 0.022 1.396 1.604
C 1.038 1.612 2.346
C 1.209 2.760 3.283
C 2.133 0.586 2.241
C 3.458 0.860 2.863
N 1.818 -0.487 1.623
C 2.753 -1.572 1.474
C 2.717 -2.603 2.413
C 1.829 -2.548 3.628
C 3.576 -3.680 2.209
C 4.440 -3.709 1.125
C 4.462 -2.655 0.222
C 3.610 -1.568 0.375
C 3.630 -0.427 -0.607
H -0.420 4.136 -1.099
H 0.610 2.879 -0.382
H 0.519 4.477 0.334
H -2.503 4.855 -0.011
H -4.336 4.366 1.568
H -4.041 2.632 3.296
H -2.846 0.701 4.139
H -1.369 1.534 4.564
H -1.309 0.179 3.441
H 0.326 3.393 3.303
H 2.069 3.364 2.990
H 1.411 2.395 4.292
H 3.838 1.829 2.535
H 4.181 0.085 2.624
H 3.352 0.916 3.950
H 0.886 -2.033 3.436
H 2.329 -2.026 4.448
H 1.597 -3.550 3.983
H 3.574 -4.496 2.920
H 5.108 -4.549 0.990
H 5.147 -2.677 -0.616
H 4.126 -0.732 -1.527
H 4.177 0.432 -0.213
H 2.624 -0.082 -0.865
N -4.013 -1.541 2.052
C -3.095 -0.749 1.484
N -1.919 -1.341 1.390
C -2.081 -2.613 1.954
C -1.168 -3.651 2.141
C -1.636 -4.799 2.742
C -2.977 -4.923 3.154
C -3.884 -3.901 2.981
C -3.401 -2.746 2.374
H -4.976 -1.295 2.221
H -3.306 0.259 1.168
H -0.132 -3.558 1.843
H -0.961 -5.626 2.908
H -3.300 -5.843 3.621
H -4.911 -3.995 3.303
C -1.408 3.075 -5.305
N -1.435 2.540 -3.940
N -0.438 1.855 -3.403
C -0.884 1.329 -2.153
O -0.113 0.719 -1.423
C -2.256 1.742 -2.027
C -2.562 2.485 -3.119
C -3.816 3.169 -3.515
C 0.908 1.877 -3.874
C 1.566 0.663 -4.032
C 2.874 0.681 -4.485
C 3.501 1.889 -4.765
C 2.829 3.095 -4.588
C 1.522 3.098 -4.136
H -0.555 2.653 -5.829
H -1.327 4.160 -5.278
H -2.336 2.786 -5.792
H -2.900 1.522 -1.194
H -4.532 3.113 -2.700
H -4.261 2.698 -4.394
H -3.636 4.219 -3.750
H 1.055 -0.270 -3.834
H 3.401 -0.250 -4.640
H 4.519 1.894 -5.129
H 3.325 4.031 -4.800
H 0.999 4.032 -3.971
Br -0.425 -6.030 -3.664
C -0.290 -4.572 -2.516
C 0.706 -4.520 -1.554
C 0.768 -3.421 -0.719
N -0.091 -2.394 -0.803
C -1.061 -2.467 -1.729
C -1.200 -3.524 -2.601
H 1.422 -5.322 -1.444
H 1.524 -3.367 0.049
H -1.770 -1.648 -1.753
H -2.004 -3.539 -3.322
*
```